C21H23NO8 | ωB97M-V/def2-TZVPD

The geometry in XYZ format:
```
53
C21H23NO8 | OMol25 | ωB97M-V/def2-TZVPD
O 1.804 0.169 -2.684
C 1.703 -0.372 -1.602
C 2.919 -0.645 -0.774
C 3.098 -1.861 -0.118
C 4.258 -2.110 0.598
C 5.247 -1.147 0.679
C 5.066 0.062 0.019
N 6.095 1.073 0.102
O 7.129 0.775 0.661
O 5.860 2.156 -0.385
C 3.920 0.317 -0.719
C 0.406 -0.789 -1.040
C -0.675 -0.962 -1.902
C -1.913 -1.322 -1.415
C -2.122 -1.503 -0.050
C -1.041 -1.292 0.838
C 0.199 -0.948 0.329
O -1.109 -1.489 2.194
C -2.123 -0.827 2.920
C -1.884 0.682 3.015
O -2.037 1.249 1.734
C -2.099 2.660 1.739
C -2.038 3.206 0.306
O -3.183 2.930 -0.462
C -3.186 1.613 -0.979
C -4.532 1.309 -1.641
O -4.768 -0.081 -1.723
C -5.203 -0.699 -0.526
C -4.475 -2.030 -0.275
O -3.302 -1.893 0.502
H 2.332 -2.619 -0.184
H 4.389 -3.058 1.098
H 6.155 -1.312 1.239
H 3.807 1.254 -1.243
H -0.524 -0.818 -2.961
H -2.734 -1.433 -2.105
H 0.996 -0.780 1.036
H -3.108 -1.012 2.482
H -2.081 -1.261 3.922
H -2.615 1.112 3.716
H -0.872 0.883 3.398
H -3.033 2.989 2.218
H -1.251 3.072 2.305
H -1.971 4.295 0.360
H -1.141 2.809 -0.190
H -3.021 0.901 -0.164
H -2.365 1.492 -1.701
H -4.551 1.671 -2.670
H -5.328 1.813 -1.079
H -6.279 -0.905 -0.613
H -5.044 -0.044 0.337
H -5.118 -2.672 0.334
H -4.277 -2.529 -1.227
```

structure (SMILES)	O=C(c1cccc([N+](=O)[O-])c1)c1ccc2c(c1)OCCOCCOCCOCCO2
lowest unoccupied orbital energy	-0.020	Ha
gap between HOMO and LUMO	8.05	eV
energy relative to the best compared isomer or geometry (same formula, charge and spin)	3.8283	eV